1.
Computed, not measured: a cluster of 2 separate species, C3H9NOSi in total at a distorted geometry, with ωB97M-V with the def2-TZVPD basis set.

XYZ file:
```
15
Properties=species:S:1:pos:R:3:forces:R:3:lowdin_charge:R:1
C 3.3139 0.0061 -0.6368 -4.4 1.8 -1.8 -0.198
C 2.4566 -0.1353 0.3825 1.9 -1.0 1.0 -0.109
C -2.2270 -1.7044 0.2900 1.3 0.3 -0.8 -0.129
N -1.0260 2.0777 -0.5551 -1.2 0.6 -2.2 -0.129
O -2.0285 -0.2738 0.1659 -0.2 -0.5 -0.7 -0.390
Si -0.9208 0.8559 0.6090 0.3 -1.6 0.7 0.529
H 4.3365 -0.2028 -0.6774 1.5 -0.5 0.3 -0.003
H 2.8708 0.4640 -1.6608 1.1 -1.0 2.3 0.073
H 2.8263 -0.6289 1.3795 -1.1 1.1 -1.7 0.027
H -1.3235 -2.0464 0.8682 -1.8 -0.3 0.6 0.086
H -2.0558 -2.3217 -0.6474 -0.3 1.4 0.3 0.086
H -3.3106 -1.8337 0.5279 1.3 -0.3 0.7 0.093
H -1.6236 2.0789 -1.4651 1.4 -0.3 2.6 0.095
H -0.1734 2.5846 -0.7351 0.0 0.2 0.1 0.005
H -1.1149 1.0799 2.1546 0.1 0.2 -1.3 -0.036
```
Forces are in eV/Å.

Computed properties:
LUMO level (spin up / spin down) ... 0.055 / -0.288 eV
Highest occupied orbital energy (spin up / spin down) ... -8.72 / -6.89 eV
Electronic energy ... -539.0286 Eh
Orbital gap (spin up / spin down) ... 0.3226 / 0.2426 Eh
Energy relative to the best compared isomer or geometry (same formula, charge and spin) ... 4.681 eV
Multiplicity ... 1


2.
Computed, not measured: the molecule C3H9NOSi at a distorted geometry, with ωB97M-V with the def2-TZVPD basis set.

XYZ file:
```
15
Properties=species:S:1:pos:R:3:forces:R:3:lowdin_charge:R:1
C -0.5221 -1.8572 0.5227 0.4 -2.5 1.2 -0.155
N -0.3703 -0.4877 0.1560 -3.1 1.6 3.9 -0.324
C -1.1538 0.3689 1.0433 0.1 1.6 -1.5 -0.122
Si 0.7566 -0.0451 -0.9034 2.2 1.3 -1.1 0.492
C 1.3929 1.7659 -1.2144 0.0 -1.2 1.7 -0.144
O 1.1988 -1.3431 -1.5244 1.7 -0.5 -1.9 -0.329
H 0.1007 -2.3789 -0.2996 -1.6 -0.1 1.6 0.086
H -0.1211 -2.1275 1.6027 -0.1 0.8 -2.0 0.113
H -1.6255 -2.1157 0.7239 1.4 0.2 -1.2 0.097
H -1.2448 1.3696 0.5751 -0.3 -0.4 0.2 0.083
H -2.1240 -0.0119 1.2992 -0.7 -0.4 -0.6 0.073
H -0.7500 0.5809 1.9919 1.3 -0.1 1.3 0.062
H 2.4569 1.7853 -1.5069 -0.5 -0.3 0.2 0.038
H 0.8086 1.9876 -2.0612 -0.7 0.9 -1.3 -0.012
H 1.1974 2.5089 -0.4047 0.1 -0.7 -0.6 0.040
```
Forces are in eV/Å.

Computed properties:
LUMO level ... 0.431 eV
Highest occupied orbital energy ... -9.17 eV
Electronic energy ... -539.1811 Eh
Orbital gap ... 0.3530 Eh
Energy relative to the best compared isomer or geometry (same formula, charge and spin) ... 0.534 eV
SMILES string ... CN(C)[Si](C)=O
Multiplicity ... 1